Computed, not measured: a 4-piece molecular cluster, C15H36BFN3O8 overall in a non-equilibrium geometry, with the ωB97M-V functional and the def2-TZVPD basis.

XYZ file:
```
64
Properties=species:S:1:pos:R:3:forces:R:3
O 1.0471 -1.1466 1.6281 -2.15 3.16 -4.71
C 0.5443 -0.4129 0.7364 2.64 -2.88 3.93
F 1.1509 -0.3624 -0.5429 -2.15 0.39 2.87
N -0.6692 0.3817 1.1178 0.47 -0.76 -2.79
C -1.6532 0.2842 -0.0246 1.16 3.68 -2.76
O -1.6029 1.2150 -0.8736 -1.13 -4.39 3.33
C -2.6276 -0.9850 -0.1016 0.76 0.75 -0.68
N -2.4483 -1.8783 1.1267 -0.23 1.58 0.84
C -3.5133 -2.9399 1.2383 -1.17 -2.81 0.10
C -4.4635 -3.0922 -0.0523 -0.60 -1.19 0.37
N -4.9254 -1.8012 -0.6644 1.49 0.23 0.16
C -4.2138 -0.6124 -0.1237 0.27 0.25 -1.28
O -4.4953 0.5617 -0.9438 -0.47 -1.08 2.67
B -5.5955 1.2382 -0.2319 -1.57 0.26 -0.04
O -6.9294 0.6578 -0.3731 3.01 0.65 1.02
O -5.3706 2.3947 0.5979 0.39 -3.02 -0.41
H -0.3889 1.3907 1.1367 -0.22 -0.90 -0.10
H -2.3076 -1.6410 -0.9947 -0.70 1.31 1.13
H -2.5808 -1.2391 1.9463 0.47 -0.60 -0.61
H -1.4729 -2.2322 1.2189 -0.77 0.06 -0.15
H -2.9607 -3.9450 1.4082 -1.01 1.70 -0.33
H -4.1918 -2.8135 2.1628 1.42 0.36 -1.42
H -4.0077 -3.8085 -0.8417 -0.51 1.37 1.31
H -5.4205 -3.6342 0.3189 1.77 0.74 -0.43
H -4.6653 -1.8575 -1.6725 -0.57 0.44 0.93
H -4.5054 -0.3666 0.9583 0.30 -0.76 -1.11
H -7.1254 0.1618 0.4538 -0.30 0.68 -0.77
H -4.7238 2.1491 1.3105 -0.56 0.83 -1.10
C -0.4450 3.7909 -4.4175 0.25 0.05 -0.21
C -1.8791 3.8294 -4.9217 0.10 -0.17 0.69
C -2.8062 4.4793 -3.9067 -0.25 0.20 -0.10
O -2.3240 2.5003 -5.1864 -0.09 -0.15 -0.26
H -0.3702 3.2034 -3.4962 -0.11 0.10 0.04
H 0.2075 3.3110 -5.1521 -0.08 0.11 0.02
H -0.0686 4.7981 -4.2207 0.01 -0.09 0.02
H -1.9223 4.3812 -5.8648 -0.07 -0.24 0.00
H -2.8140 3.9158 -2.9674 0.16 0.02 -0.01
H -3.8349 4.4895 -4.2774 0.12 0.05 -0.03
H -2.5008 5.5072 -3.6945 -0.04 -0.08 0.03
H -2.2892 2.0045 -4.3571 0.01 0.18 -0.14
C 4.6137 -0.6217 4.6364 0.17 0.12 0.23
C 3.7999 -1.8775 4.9058 -0.03 0.32 -0.61
C 3.7422 -2.7737 3.6792 0.01 -0.32 -0.01
O 2.4748 -1.5110 5.2874 -0.23 -0.09 0.25
H 4.1652 -0.0308 3.8306 0.03 -0.13 -0.08
H 4.6368 0.0183 5.5226 0.04 -0.12 -0.05
H 5.6411 -0.8693 4.3571 -0.07 0.06 -0.01
H 4.2392 -2.4275 5.7426 -0.24 0.08 0.03
H 3.2634 -2.2573 2.8405 0.13 0.10 0.04
H 3.1446 -3.6666 3.8835 0.11 0.04 0.05
H 4.7433 -3.0861 3.3706 -0.08 0.02 -0.02
H 2.0783 -1.0236 4.5526 0.18 -0.09 0.12
C 5.3487 -0.1619 -2.1490 0.11 0.18 -0.25
C 5.5724 0.3783 -0.7455 -0.34 -0.62 -0.09
C 5.7899 -0.7477 0.2532 0.20 0.05 0.25
O 4.4407 1.1515 -0.3490 -0.11 0.34 0.14
H 4.4573 -0.7972 -2.1856 0.08 -0.07 0.11
H 5.1823 0.6573 -2.8538 0.09 -0.05 0.08
H 6.2076 -0.7463 -2.4887 -0.10 0.02 0.00
H 6.4390 1.0451 -0.7422 -0.23 0.10 0.07
H 4.9137 -1.4033 0.2998 0.03 -0.01 -0.15
H 5.9378 -0.3455 1.2593 0.05 0.00 -0.11
H 6.6621 -1.3498 -0.0144 -0.09 0.00 0.04
H 3.6691 0.5693 -0.3492 0.25 0.04 -0.07
```
Positions in Å, forces in eV/Å.

As for the charge: +1.

=====

Computed, not measured: an isolated ion of composition C2H7N2 and charge +1, with the ωB97M-V functional and the def2-TZVPD basis.

XYZ file:
```
11
Properties=species:S:1:pos:R:3:forces:R:3
N -0.7924 0.2394 -1.8374 -0.08 -0.01 -0.14
C -0.0158 -0.1499 -0.8128 0.05 -0.04 -0.25
C -0.1715 0.2621 0.4468 -0.73 0.31 -0.25
N 0.7249 -0.1713 1.5232 -0.07 -0.26 0.28
H -1.5572 0.8833 -1.7044 0.08 -0.13 -0.01
H -0.7489 -0.2437 -2.7181 0.05 0.10 0.05
H 0.7829 -0.8200 -1.0889 0.19 -0.21 -0.03
H -1.0264 0.8815 0.7029 0.46 -0.07 0.47
H 0.2748 0.0014 2.4204 0.01 0.22 0.15
H 0.8962 -1.1804 1.5325 0.05 -0.02 -0.26
H 1.6334 0.2975 1.5358 -0.01 0.12 -0.01
```
Positions in Å, forces in eV/Å.

As for the charge: +1. The energy relative to the best compared isomer or geometry (same formula, charge and spin) comes out at 1.005 eV.

=====

Computed, not measured: a 2-piece molecular cluster, C4H10BrP overall in a non-equilibrium geometry, with the ωB97M-V functional and the def2-TZVPD basis.

XYZ file:
```
16
Properties=species:S:1:pos:R:3:forces:R:3
C 0.8929 1.0111 -0.2714 1.67 3.02 -2.50
C -0.0735 0.5084 0.4010 0.12 -3.14 3.33
C -0.0238 -1.1258 0.6473 -0.17 2.42 -0.81
C 1.4062 -1.6076 0.9894 -1.88 -0.04 0.85
H 1.1128 2.1007 -0.4859 -0.44 -1.25 0.79
H 1.5007 0.3539 -0.8105 1.05 -0.84 -1.10
H -0.4512 1.1629 1.1802 -1.00 -0.46 -0.26
H -0.6501 -1.2808 1.5103 -0.20 -0.25 0.36
H -0.5025 -1.7048 -0.1772 0.48 0.57 0.35
H 1.2902 -2.6965 1.1232 0.35 0.42 1.28
H 2.1348 -1.6156 0.2572 1.09 0.57 -2.33
H 1.8374 -0.9139 1.7408 -0.40 -1.20 0.33
P -2.4199 1.1532 -2.1507 -5.16 1.89 -1.72
Br -2.8278 1.7008 -0.0532 -1.42 0.22 0.89
H -1.4209 0.5892 -1.6969 5.06 -2.91 1.39
H -1.8054 2.3648 -2.2036 0.84 0.97 -0.85
```
Positions in Å, forces in eV/Å.

As for the charge: 0. The energy relative to the best compared isomer or geometry (same formula, charge and spin) comes out at 2.530 eV.

=====

Computed, not measured: one molecule with the formula C20H11N3O2 in a non-equilibrium geometry, with the ωB97M-V functional and the def2-TZVPD basis.

XYZ file:
```
36
Properties=species:S:1:pos:R:3:forces:R:3
N 0.4056 3.0316 1.4642 0.33 -0.94 -0.91
C 0.8016 2.2029 0.7586 0.15 0.46 0.83
C 1.3464 1.0542 -0.0323 -0.87 -1.31 -0.04
C 2.5763 1.4431 -0.6792 1.76 1.41 -1.01
N 3.5682 1.8868 -1.0766 -1.10 -0.68 0.32
C 0.2622 0.5047 -0.9394 0.05 0.48 -0.69
C -0.6640 -0.3724 -0.4643 1.21 0.67 -0.58
N -1.5476 -0.6891 -1.4970 -0.04 -0.52 1.93
C -1.1969 0.0135 -2.6137 0.70 0.48 -1.57
C -1.6931 0.0158 -3.9104 -0.19 0.68 -0.54
C -1.1184 0.8941 -4.8639 -0.15 -0.69 0.14
C -0.0107 1.6987 -4.5487 -0.39 -0.27 0.67
C 0.5189 1.6293 -3.2515 -0.29 0.61 -1.91
C -0.0662 0.7916 -2.3413 0.50 -0.30 2.35
O -0.6920 -0.8580 0.7967 -1.28 -0.52 -0.70
C 0.4308 -0.6476 1.6531 1.23 0.64 0.46
C 0.9010 -1.9714 2.1775 0.17 -1.92 0.93
C 0.2651 -2.8001 3.1421 0.19 1.22 -0.85
C 0.7767 -4.0422 3.4459 1.51 0.07 -0.55
C 2.0016 -4.4911 2.8522 -1.15 0.42 0.46
C 2.6057 -3.6700 1.9051 0.83 -0.56 -0.61
C 2.0861 -2.4279 1.5697 -3.03 0.51 1.38
C 2.4430 -1.4039 0.5995 1.47 0.41 -0.77
O 3.3277 -1.5056 -0.1909 0.74 -0.03 -1.24
C 1.7105 -0.1066 0.9337 -1.46 -0.04 1.50
H -2.1773 -1.4654 -1.4737 -0.23 -0.11 0.05
H -2.5608 -0.5858 -4.1577 0.08 0.01 -0.17
H -1.5212 0.8904 -5.8874 0.14 0.07 0.60
H 0.4171 2.4084 -5.2634 -0.21 -0.44 0.17
H 1.3557 2.2667 -3.0514 0.36 0.04 0.49
H 0.1657 0.0231 2.4778 -0.45 -0.04 -0.31
H -0.6130 -2.4219 3.6472 -0.18 -0.13 -0.02
H 0.2739 -4.6418 4.1789 -0.08 -0.29 0.22
H 2.3979 -5.4672 3.1925 -0.09 0.77 -0.61
H 3.4735 -3.9708 1.3205 0.07 -0.21 0.42
H 2.3865 0.3071 1.6938 -0.31 0.04 0.18
```
Positions in Å, forces in eV/Å.

As for the charge: 0.

=====

Computed, not measured: C36H41LuN6O as an isolated structure, with the ωB97M-V functional and the def2-TZVPD basis.

XYZ file:
```
85
Properties=species:S:1:pos:R:3:forces:R:3
Lu -0.3645 -0.8286 -0.2156 -0.47 0.71 0.21
C -1.9243 -2.3218 -2.7962 0.11 -0.01 0.04
N -2.1530 -2.2998 -1.3334 0.04 0.13 0.17
C -3.5575 -1.9094 -1.0647 0.10 -0.05 -0.14
C -1.8878 -3.6290 -0.7515 -0.23 0.25 0.08
C -2.8364 -4.6425 -0.7710 -0.10 0.01 0.09
C -2.5973 -5.8307 -0.1004 0.03 -0.04 0.01
C -1.4180 -5.9891 0.6170 0.00 0.03 0.03
C -0.4575 -4.9904 0.6040 -0.02 -0.08 0.11
C -0.6569 -3.8212 -0.1293 0.41 0.03 -0.09
N 0.3276 -2.8143 -0.2931 0.39 -0.45 -0.26
C 1.5850 -3.1705 -0.8326 -0.24 -0.07 0.12
C 2.0464 -4.4728 -1.0561 0.03 -0.10 0.03
C 3.3049 -4.7130 -1.5853 -0.06 -0.01 0.03
C 4.1493 -3.6666 -1.9221 0.00 -0.02 0.01
C 3.6889 -2.3737 -1.7574 0.03 0.04 -0.03
C 2.4267 -2.1319 -1.2332 0.12 0.22 -0.08
N 1.8963 -0.7559 -1.1962 0.06 -0.07 0.18
C 2.8542 0.1397 -0.4941 -0.11 -0.06 -0.09
C 1.7189 -0.2953 -2.5967 -0.01 0.07 0.16
H -2.6840 -2.9192 -3.3039 -0.01 -0.05 -0.01
H -0.9478 -2.7578 -3.0010 0.04 0.01 0.00
H -1.9651 -1.3071 -3.2008 -0.03 0.02 0.00
H -3.7565 -0.9359 -1.5009 -0.01 0.03 -0.03
H -4.2584 -2.6119 -1.5104 -0.05 -0.01 -0.04
H -3.7352 -1.8726 0.0082 0.01 -0.01 0.02
H -3.7774 -4.5164 -1.2911 0.06 -0.03 0.03
H -3.3407 -6.6176 -0.1192 0.05 0.04 0.01
H -1.2447 -6.8944 1.1857 -0.01 0.04 -0.04
H 0.4664 -5.1095 1.1590 -0.06 -0.02 -0.06
H 1.4182 -5.3181 -0.8249 -0.01 0.00 0.00
H 3.6246 -5.7361 -1.7349 -0.01 0.01 0.00
H 5.1358 -3.8513 -2.3263 -0.05 0.01 0.02
H 4.3213 -1.5502 -2.0692 -0.04 -0.04 0.02
H 3.8293 0.1247 -0.9758 0.07 -0.01 -0.03
H 2.9776 -0.1962 0.5342 -0.01 -0.04 0.04
H 2.4882 1.1607 -0.4961 -0.02 0.02 -0.01
H 2.6752 -0.2576 -3.1169 0.05 0.00 -0.07
H 1.2846 0.7048 -2.6119 -0.03 0.03 0.02
H 1.0750 -0.9919 -3.1334 -0.04 -0.05 -0.01
N -2.5864 0.2448 2.6092 0.11 -0.07 -0.09
C -1.4122 -0.3667 3.0292 -0.11 0.04 -0.10
C -1.2614 -0.5424 4.4090 -0.06 0.03 0.14
C -0.1282 -1.1411 4.8967 -0.02 0.01 0.12
C 0.8576 -1.5636 4.0049 0.06 -0.05 0.14
C 0.6300 -1.3714 2.6751 -0.01 0.03 -0.22
N -0.4838 -0.7802 2.1662 0.14 -0.15 -0.33
C -2.9759 0.8022 1.4050 0.06 -0.07 0.15
C -4.0934 1.6515 1.4213 -0.11 0.05 0.11
C -4.5040 2.2410 0.2568 -0.09 0.09 -0.01
C -3.7949 1.9921 -0.9239 -0.09 0.08 -0.05
C -2.7311 1.1442 -0.8456 0.12 -0.07 0.00
N -2.3195 0.5317 0.2874 0.09 -0.08 -0.17
H -3.2050 0.4680 3.3696 -0.05 0.03 0.08
H -2.0409 -0.1999 5.0790 0.04 -0.03 -0.02
H -0.0052 -1.2824 5.9631 -0.01 0.01 -0.03
H 1.7645 -2.0472 4.3400 -0.04 0.03 -0.01
H 1.3460 -1.7283 1.9452 0.04 -0.01 -0.08
H -4.6095 1.8425 2.3543 0.01 0.00 -0.04
H -5.3617 2.9023 0.2543 0.03 -0.04 0.01
H -4.0791 2.4382 -1.8670 0.00 -0.01 0.05
H -2.1639 0.9082 -1.7431 0.03 0.01 -0.03
C 3.0889 7.1263 1.1115 -0.04 -0.05 -0.04
C 2.3166 5.9271 0.6447 0.01 0.06 -0.02
C 2.1564 4.8111 1.4619 0.00 0.06 0.10
C 1.4549 3.6947 1.0485 -0.01 -0.14 0.08
C 1.3181 2.5507 2.0275 0.06 0.12 -0.03
C 0.8881 3.6990 -0.2517 0.02 0.03 -0.10
C 0.2167 2.5681 -0.8052 0.07 0.22 0.09
O 0.2104 1.4190 -0.3402 -0.19 -0.63 -0.17
C 1.0107 4.8462 -1.0904 -0.06 0.00 -0.11
C 0.4083 4.9210 -2.4806 0.04 -0.06 0.17
C 1.7281 5.9244 -0.6250 0.06 0.11 0.01
H 3.5082 6.9789 2.1049 -0.02 -0.01 -0.03
H 2.4436 8.0075 1.1348 0.01 -0.04 0.00
H 3.9034 7.3472 0.4188 -0.02 -0.02 0.02
H 2.5842 4.8219 2.4599 -0.02 0.01 -0.07
H 1.2446 2.9476 3.0394 0.05 0.02 0.00
H 2.2093 1.9160 1.9974 -0.06 -0.01 -0.05
H 0.4558 1.9216 1.8332 -0.02 0.06 0.04
H -0.3235 2.7404 -1.7422 0.00 -0.01 -0.06
H 0.8039 4.1501 -3.1448 0.00 0.02 0.03
H 0.6383 5.8827 -2.9313 0.02 0.02 0.02
H -0.6801 4.8271 -2.4614 0.04 -0.01 0.02
H 1.8418 6.7983 -1.2589 0.00 -0.06 0.05
```
Positions in Å, forces in eV/Å.

As for the charge: +2.

=====

Computed, not measured: a 2-piece molecular cluster, C5H13NO overall in a non-equilibrium geometry, with the ωB97M-V functional and the def2-TZVPD basis.

XYZ file:
```
20
Properties=species:S:1:pos:R:3:forces:R:3
C 0.8439 -1.1860 -1.6201 3.33 -1.17 -1.18
C 0.8801 0.1262 -0.9712 -1.21 3.06 1.34
C -0.2815 0.7560 -0.6814 -0.62 0.46 1.99
C -1.5851 0.4035 -1.3129 -0.71 1.64 0.21
N -0.5060 1.7912 0.4065 1.13 -1.39 -1.69
C -1.6561 1.3944 1.2518 1.48 1.69 0.35
H 0.2606 -1.3061 -2.5322 -0.06 0.31 -0.01
H 0.5976 -2.0237 -0.9644 -0.24 0.25 0.23
H 1.9478 -1.3764 -1.8853 -1.57 -0.18 -0.08
H 1.7875 0.7422 -0.6937 -0.63 -1.53 -0.06
H -2.2002 1.3364 -1.2081 0.59 -0.46 -0.87
H -1.4281 0.1765 -2.3694 -0.49 -0.43 0.30
H -2.2322 -0.2331 -0.7161 0.30 -0.97 -0.37
H 0.3215 1.6966 0.9745 0.25 0.38 0.19
H -1.4659 0.4450 1.6867 -0.58 -1.48 -0.06
H -2.5140 1.5591 0.6380 -0.90 -0.48 0.31
H -1.7002 2.0406 2.1430 -0.05 0.29 -0.57
O 2.0818 -2.5583 2.1647 -0.70 -1.24 0.91
H 2.4600 -1.8315 1.7117 0.52 1.20 -0.54
H 1.8456 -2.2625 3.0548 0.16 0.05 -0.39
```
Positions in Å, forces in eV/Å.

As for the charge: 0. The energy relative to the best compared isomer or geometry (same formula, charge and spin) comes out at 2.565 eV.

=====

no.,E (hartree)
1,-1483.7760
2,-189.6434
3,-3073.6628
4,-1083.4538
5,-3035.4013
6,-328.2246